<w>
C3H4N2S2 in the gas phase. Source: the OMol25 dataset; level of theory: the ωB97M-V functional and the def2-TZVPD basis.

Cartesian coordinates (Å):
C -0.20 -0.06 0.13
C -2.79 1.15 0.07
C 1.21 -0.37 0.18
N -0.47 1.24 -0.01
N -1.65 1.77 0.14
S -1.48 -1.26 0.67
S -3.33 -0.46 -0.19
H -3.60 1.84 0.24
H 1.65 0.38 0.81
H 1.84 -0.38 -0.74
H 1.23 -1.28 0.78

Properties
* frontier orbital gap: 7.72 eV
* lowest unoccupied orbital energy: -0.83 eV
* SMILES: CC1=NN=CSS1

Atomic partial charges in e from the Mulliken method, atoms 1 to 4: C 0.467; C 0.044; C -0.813; N -0.219

=====

<x>
C3H4N2S2 in the gas phase. Source: the OMol25 dataset; level of theory: the ωB97M-V functional and the def2-TZVPD basis.

Cartesian coordinates (Å):
C -2.40 1.11 0.29
C -0.49 1.66 2.01
C 0.78 0.33 0.33
N 0.19 1.08 1.11
N 1.78 -1.45 -0.99
S -2.21 1.89 1.79
S 1.66 0.23 -1.07
H -3.55 1.28 0.14
H 0.05 2.04 2.93
H 2.76 -1.78 -1.29
H 1.04 -1.84 -1.46

Properties
* frontier orbital gap (spin up / spin down): 7.43 / 7.43 eV
* lowest unoccupied orbital energy (spin up / spin down): -0.29 / -0.30 eV

Atomic partial charges in e from the Mulliken method, atoms 1 to 4: C -0.439; C -0.113; C 0.061; N -0.055

=====

<y>
C3H4N2S2 in the gas phase. Source: the OMol25 dataset; level of theory: the ωB97M-V functional and the def2-TZVPD basis.

Cartesian coordinates (Å):
C 0.62 0.07 -0.72
C -0.40 0.38 0.51
C -1.04 1.74 0.75
H 1.89 -1.14 0.56
H 2.18 -0.96 -0.99
H -0.09 -0.08 1.43
H -1.62 -2.05 0.51
N 1.37 -1.00 -0.49
N -1.43 2.82 0.83
S 0.52 0.77 -2.28
S -1.99 -0.54 -0.11

Properties
* frontier orbital gap: 8.60 eV
* lowest unoccupied orbital energy: -0.43 eV
* SMILES: N#C[C@@H](S)C(N)=S

Atomic partial charges in e from the Mulliken method, atoms 1 to 4: C 0.223; C -0.180; C 0.026; H 0.293

=====

List of relative energies, unit kJ/mol: <w> 0.0; <x> 308.9; <y> 50.2

=====

<w>
6 unconnected molecules or ions with the total composition C12H39N3O6. Source: the OMol25 dataset; level of theory: the ωB97M-V functional and the def2-TZVPD basis.

Cartesian coordinates (Å):
O 10.00 11.66 9.34
H 9.08 11.82 8.97
H 10.51 12.27 8.74
O 9.02 9.51 5.94
H 8.84 8.98 5.14
H 9.95 9.42 6.17
O 12.45 9.56 6.40
H 13.35 9.18 6.41
H 12.12 9.45 7.39
C 11.24 6.86 9.79
C 10.66 8.05 9.00
C 9.33 8.51 9.53
O 8.54 7.36 9.66
C 7.29 7.76 10.04
N 11.52 9.24 9.01
H 11.17 7.01 10.89
H 12.25 6.69 9.43
H 10.78 5.91 9.49
H 10.48 7.75 7.98
H 8.92 9.26 8.82
H 9.50 9.05 10.46
H 6.84 8.31 9.16
H 7.33 8.28 11.01
H 6.68 6.92 10.33
H 12.32 9.11 9.64
H 10.98 10.02 9.37
C 5.08 11.91 8.04
C 6.44 12.23 8.68
C 6.60 11.60 10.06
O 5.60 12.11 10.93
C 5.98 12.04 12.25
N 7.51 11.73 7.87
H 4.29 12.55 8.41
H 4.89 10.86 8.18
H 5.16 12.10 6.93
H 6.57 13.32 8.80
H 7.62 11.86 10.40
H 6.54 10.49 9.98
H 6.36 11.06 12.63
H 5.12 12.30 12.91
H 6.77 12.79 12.43
H 7.56 12.23 6.98
H 7.54 10.74 7.60
C 14.02 14.51 8.94
C 14.10 13.05 8.63
C 13.51 12.76 7.23
O 12.18 13.21 7.26
C 11.53 13.08 6.02
N 15.39 12.55 8.88
H 14.28 14.69 10.01
H 13.03 14.75 8.71
H 14.65 15.10 8.32
H 13.37 12.65 9.34
H 13.49 11.69 6.91
H 14.11 13.27 6.41
H 12.00 13.71 5.25
H 10.46 13.39 6.21
H 11.57 11.98 5.69
H 15.49 11.57 8.75
H 16.18 13.06 8.48

Properties
* frontier orbital gap: 9.61 eV
* lowest unoccupied orbital energy: 0.61 eV
* SMILES: COC[C@H](C)N.COC[C@H](C)N.COC[C@H](C)N.O.O.O

Atomic partial charges in e from the Mulliken method, atoms 1 to 4: O -0.738; H 0.330; H 0.218; O -0.558

=====

<x>
6 unconnected molecules or ions with the total composition C12H39N3O6. Source: the OMol25 dataset; level of theory: the ωB97M-V functional and the def2-TZVPD basis.

Cartesian coordinates (Å):
C -2.40 5.21 5.51
C -2.73 4.36 4.27
C -1.80 3.17 4.10
O -2.07 2.48 2.92
C -1.37 1.27 2.88
N -4.14 3.86 4.50
H -1.39 5.63 5.54
H -2.62 4.64 6.40
H -3.01 6.12 5.49
H -2.70 4.97 3.36
H -1.99 2.51 4.96
H -0.78 3.57 4.22
H -1.47 0.63 2.00
H -1.73 0.60 3.68
H -0.30 1.33 3.12
H -4.19 3.06 3.85
H -4.71 4.47 3.89
C 4.82 -0.53 2.96
C 3.54 -0.14 2.28
C 3.64 1.09 1.40
O 2.40 1.38 0.80
C 2.44 2.41 -0.17
N 2.95 -1.30 1.56
H 5.69 -0.55 2.28
H 4.69 -1.59 3.17
H 5.10 -0.01 3.87
H 2.75 0.02 3.02
H 4.36 0.90 0.59
H 4.06 1.94 1.95
H 2.91 3.32 0.21
H 1.45 2.66 -0.55
H 3.03 2.04 -1.02
H 2.12 -0.97 1.08
H 3.61 -1.60 0.85
C -1.48 -4.08 -7.34
C -1.06 -4.06 -5.89
C -1.84 -3.03 -5.07
O -1.31 -2.91 -3.77
C -1.35 -1.57 -3.27
N -1.21 -5.39 -5.32
H -1.43 -3.08 -7.78
H -2.53 -4.36 -7.44
H -0.92 -4.82 -7.91
H 0.01 -3.81 -5.89
H -2.91 -3.27 -5.09
H -1.67 -2.08 -5.61
H -0.89 -0.92 -4.03
H -0.74 -1.59 -2.38
H -2.36 -1.22 -3.07
H -0.86 -5.46 -4.37
H -0.74 -6.08 -5.89
O 2.27 -1.71 -1.39
H 2.29 -2.40 -2.06
H 2.99 -1.11 -1.62
O 0.15 0.00 -0.13
H 0.67 0.60 0.44
H 0.75 -0.27 -0.83
O -2.32 -1.25 0.22
H -2.21 -2.20 0.28
H -1.41 -0.88 0.24

Properties
* frontier orbital gap: 9.16 eV
* lowest unoccupied orbital energy: 0.10 eV
* SMILES: COC[C@H](C)N.COC[C@H](C)N.COC[C@H](C)N.O.O.O

Atomic partial charges in e from the Mulliken method, atoms 1 to 4: C -1.448; C 0.557; C -0.777; O -0.341

=====

List of relative energies, unit kJ/mol: <w> 0.0; <x> 20.3

=====

<w>
A gas-phase ion, C2H4N3 (charge +1). Source: the OMol25 dataset; level of theory: the ωB97M-V functional and the def2-TZVPD basis.

Cartesian coordinates (Å):
C 0.33 0.29 0.53
C -1.14 1.19 0.69
N -0.69 0.26 1.52
N 0.11 1.63 0.27
N 0.25 -0.56 -0.53
H -1.12 -0.43 2.25
H 0.25 2.26 -0.59
H 1.02 -0.57 -1.15
H -0.01 -1.48 -0.46

Properties
* frontier orbital gap: 9.96 eV
* lowest unoccupied orbital energy: -5.63 eV
* total charge: +1
* SMILES: N[C@@]12NC1=[NH+]2

Atomic partial charges in e from the Mulliken method, atoms 1 to 4: C 0.828; C -0.226; N -0.127; N -0.218

=====

<x>
A gas-phase ion, C2H4N3 (charge +1). Source: the OMol25 dataset; level of theory: the ωB97M-V functional and the def2-TZVPD basis.

Cartesian coordinates (Å):
C 0.22 -0.33 -0.51
C -0.93 -0.54 0.25
N 1.20 -0.61 -1.05
N 2.02 0.02 -1.93
N 1.36 0.98 -2.19
H -0.67 -1.40 0.87
H -1.88 -0.64 -0.35
H -1.19 0.42 0.70
H 1.87 1.80 -2.76

Properties
* frontier orbital gap: 9.84 eV
* lowest unoccupied orbital energy: -6.16 eV
* total charge: +1
* SMILES: [H]/N=N/[N+]#CC

Atomic partial charges in e from the Mulliken method, atoms 1 to 4: C 0.579; C -0.847; N 0.416; N -0.238

=====

List of relative energies, unit kJ/mol: <w> 0.0; <x> 69.5

=====

<w>
2 unconnected molecules or ions with the total composition C3H8O4. Source: the OMol25 dataset; level of theory: the ωB97M-V functional and the def2-TZVPD basis.

Cartesian coordinates (Å):
O -1.54 1.56 -2.40
O 0.38 0.52 -3.21
O 0.39 -0.07 -0.40
C -0.39 1.15 -2.29
C 0.71 0.12 0.97
C 0.29 1.25 -0.93
H 1.26 0.14 -2.96
H -0.03 0.57 1.65
H 1.62 0.74 0.98
H 0.97 -0.89 1.34
H -0.25 1.96 -0.28
H 1.24 1.73 -1.23
O -1.43 -2.84 2.55
H -2.34 -3.06 2.85
H -0.88 -2.89 3.36

Properties
* frontier orbital gap: 10.61 eV
* lowest unoccupied orbital energy: 0.62 eV
* SMILES: COCC(=O)O.O

Atomic partial charges in e from the Mulliken method, atoms 1 to 4: O -0.538; O -0.487; O -0.304; C 0.617

=====

<x>
2 unconnected molecules or ions with the total composition C3H8O4. Source: the OMol25 dataset; level of theory: the ωB97M-V functional and the def2-TZVPD basis.

Cartesian coordinates (Å):
O 0.94 0.63 0.88
C 1.06 0.41 -0.32
O 2.04 -0.43 -0.78
C 0.02 1.06 -1.20
C -1.41 0.61 -0.91
O -1.21 -0.82 -0.65
H 2.78 -0.30 -0.08
H 0.25 0.76 -2.22
H 0.16 2.12 -1.10
H -2.20 0.75 -1.66
H -1.71 1.16 0.00
H -0.33 -0.91 -0.34
H -0.75 -0.38 2.24
H -1.90 -1.17 2.08
O -1.06 -1.20 2.52

Properties
* frontier orbital gap: 11.08 eV
* lowest unoccupied orbital energy: 0.45 eV
* SMILES: O=C(O)CCO.O

Atomic partial charges in e from the Mulliken method, atoms 1 to 4: O -0.526; C 0.258; O -0.446; C -0.371

=====

List of relative energies, unit kJ/mol: <w> 31.1; <x> 0.0

=====

<w>
2 unconnected molecules or ions with the total composition H4OS. Source: the OMol25 dataset; level of theory: the ωB97M-V functional and the def2-TZVPD basis.

Cartesian coordinates (Å):
O 1.50 0.71 1.58
H 1.87 0.62 2.48
H 2.27 0.99 1.02
S -2.22 -0.43 -2.09
H -2.03 -1.76 -1.93
H -1.40 -0.14 -1.07

Properties
* frontier orbital gap: 10.43 eV
* lowest unoccupied orbital energy: 0.79 eV
* SMILES: O.S

Atomic partial charges in e from the Mulliken method, atoms 1 to 4: O -0.648; H 0.324; H 0.325; S -0.293

=====

<x>
2 unconnected molecules or ions with the total composition H4OS. Source: the OMol25 dataset; level of theory: the ωB97M-V functional and the def2-TZVPD basis.

Cartesian coordinates (Å):
O -1.02 -0.90 -1.19
H -0.47 -1.40 -0.54
H -1.04 0.02 -0.84
S 0.68 0.24 0.56
H 1.23 1.40 0.16
H 0.63 0.64 1.84

Properties
* frontier orbital gap: 10.87 eV
* lowest unoccupied orbital energy: 0.68 eV
* SMILES: O.S

Atomic partial charges in e from the Mulliken method, atoms 1 to 4: O -0.624; H 0.315; H 0.373; S -0.428

=====

List of relative energies, unit kJ/mol: <w> 0.0; <x> 38.0

=====

<w>
2 unconnected molecules or ions with the total composition H4OS. Source: the OMol25 dataset; level of theory: the ωB97M-V functional and the def2-TZVPD basis.

Cartesian coordinates (Å):
S 0.93 -0.79 -0.56
H -0.23 -0.64 -1.20
H 0.47 -0.28 0.57
H -1.28 1.96 0.27
H -2.28 1.53 1.34
O -1.38 1.39 1.03

Properties
* frontier orbital gap: 10.19 eV
* lowest unoccupied orbital energy: 0.67 eV
* SMILES: O.S

Atomic partial charges in e from the Mulliken method, atoms 1 to 4: S -0.298; H 0.128; H 0.153; H 0.316

=====

<x>
2 unconnected molecules or ions with the total composition H4OS. Source: the OMol25 dataset; level of theory: the ωB97M-V functional and the def2-TZVPD basis.

Cartesian coordinates (Å):
O 1.25 -0.53 -0.71
H 0.54 -0.81 -0.08
H 0.84 0.19 -1.23
S -1.12 0.78 1.09
H -1.65 -0.07 0.19
H 0.14 0.44 0.75

Properties
* frontier orbital gap: 10.88 eV
* lowest unoccupied orbital energy: 0.74 eV
* SMILES: O.S

Atomic partial charges in e from the Mulliken method, atoms 1 to 4: O -0.647; H 0.266; H 0.367; S -0.279

=====

List of relative energies, unit kJ/mol: <w> 0.0; <x> 28.8

=====

<w>
2 unconnected molecules or ions with the total composition C2H7ClO2Si. Source: the OMol25 dataset; level of theory: the ωB97M-V functional and the def2-TZVPD basis.

Cartesian coordinates (Å):
C -2.03 0.31 0.23
C 2.02 1.03 -0.49
O -0.10 -1.35 1.38
O -0.29 -1.73 -1.22
Si -0.48 -0.57 -0.06
Cl 3.20 -0.08 0.12
H -1.96 0.57 1.24
H -2.03 1.03 -0.51
H -3.06 -0.23 0.12
H 1.56 1.54 0.33
H 2.36 1.75 -1.18
H 0.46 -0.77 1.93
H 0.34 -1.51 -1.90

Properties
* frontier orbital gap (spin up / spin down): 7.40 / 7.40 eV
* lowest unoccupied orbital energy (spin up / spin down): -0.38 / -0.38 eV

Atomic partial charges in e from the Mulliken method, atoms 1 to 4: C -0.846; C -0.701; O -0.451; O -0.524

=====

<x>
2 unconnected molecules or ions with the total composition C2H7ClO2Si. Source: the OMol25 dataset; level of theory: the ωB97M-V functional and the def2-TZVPD basis.

Cartesian coordinates (Å):
C -0.57 1.54 0.32
C -0.35 0.16 0.89
O -2.78 -1.46 0.74
O -0.64 -1.66 -1.27
Si -1.43 -1.18 0.05
Cl 4.05 0.42 -0.70
H -0.56 1.53 -0.80
H -1.48 1.87 0.52
H 0.06 2.24 0.84
H -0.69 -0.02 1.93
H 0.66 -0.26 0.67
H 4.40 -0.75 -1.36
H -0.66 -2.44 -1.84

Properties
* frontier orbital gap: 10.03 eV
* lowest unoccupied orbital energy: 0.05 eV
* SMILES: CC[Si](=O)O.Cl

Atomic partial charges in e from the Mulliken method, atoms 1 to 4: C -1.239; C -0.224; O -0.604; O -0.507

=====

List of relative energies, unit kJ/mol: <w> 162.1; <x> 0.0

=====

<w>
C6H5NOS in the gas phase. Source: the OMol25 dataset; level of theory: the ωB97M-V functional and the def2-TZVPD basis.

Cartesian coordinates (Å):
C 2.01 -1.84 0.88
C 0.78 -0.37 -0.30
C -0.14 -0.45 0.82
C 0.62 0.53 -1.37
C -0.58 1.28 -1.78
C -1.18 0.32 1.09
N 1.98 -1.06 -0.14
O -0.54 2.27 -2.45
S 0.45 -1.95 1.75
H 2.85 -2.58 1.22
H 1.44 0.81 -1.93
H -1.59 0.92 -1.48
H -1.91 0.11 1.85
H -1.58 1.22 0.53

Properties
* frontier orbital gap: 7.62 eV
* lowest unoccupied orbital energy: -1.13 eV
* SMILES: C=c1scn/c1=C/C=O

Atomic partial charges in e from the Mulliken method, atoms 1 to 4: C 0.138; C 0.023; C 0.502; C -0.229

=====

<x>
A molecular structure, C6H5NOS. Source: the OMol25 dataset; level of theory: the ωB97M-V functional and the def2-TZVPD basis.

Cartesian coordinates (Å):
C 1.33 1.02 -2.65
C -0.24 -0.75 1.39
C -0.76 -0.02 0.30
C 1.09 -0.83 1.26
C 0.35 0.20 -0.51
C 0.21 1.02 -1.78
N 2.06 1.31 -3.51
O 1.45 -0.29 0.06
S -0.11 2.83 -1.42
H -0.80 -0.96 2.31
H -1.81 0.17 0.02
H 1.93 -1.06 1.91
H -0.97 0.54 -2.34
H -0.27 2.73 -0.17

Properties
* frontier orbital gap: 9.37 eV
* lowest unoccupied orbital energy: 0.27 eV

Atomic partial charges in e from the Mulliken method, atoms 1 to 4: C 0.097; C -0.535; C -0.333; C -0.285

=====

List of relative energies, unit kJ/mol: <w> 0.0; <x> 46.4